The following is a DFT calculation (ωB97M-V/def2-TZVPD) of C20H20BF2N5O2S2Ti as an isolated structure.

## Properties
* net charge: -1
* energy above the lowest of the compared OMol25 structures with the same formula, charge and spin: 0.00 kJ/mol
* 2S+1: 2
* largest force on an atom: 0.125 eV Å⁻¹

Geometry as XYZ:
```
53
C20H20BF2N5O2S2Ti | the Open Molecules 2025 dataset | ωB97M-V/def2-TZVPD
Ti -0.63 0.53 -0.02
C -2.45 5.94 -0.23
S -2.99 4.66 0.91
C -2.08 3.28 0.30
S -2.38 1.76 1.14
N -1.29 3.43 -0.69
N -0.61 2.27 -1.03
C 0.10 2.34 -2.19
C 0.65 1.21 -2.70
C 1.60 1.14 -3.78
C 2.44 0.09 -3.86
C 2.41 -0.92 -2.82
C 1.39 -0.96 -1.95
N 0.30 -0.04 -2.02
H -2.98 6.85 0.05
H -2.70 5.67 -1.26
H -1.38 6.09 -0.16
H 0.21 3.30 -2.68
H 1.64 1.96 -4.48
H 3.17 0.03 -4.66
H 3.20 -1.65 -2.73
H 1.31 -1.72 -1.18
C -4.09 -1.34 -1.91
C -2.95 -1.37 -0.96
O -1.94 -0.54 -1.28
C -2.90 -2.15 0.14
C -1.75 -2.29 1.03
C -1.71 -3.49 1.93
N -0.80 -1.42 1.03
N 0.27 -1.70 1.88
C 1.11 -0.71 1.84
O 0.97 0.35 1.11
C 2.33 -0.80 2.70
C 2.54 -1.88 3.54
C 3.68 -1.94 4.33
C 4.62 -0.91 4.27
C 4.41 0.17 3.43
C 3.27 0.23 2.64
H -4.49 -0.32 -1.95
H -4.88 -2.03 -1.62
H -3.73 -1.59 -2.91
H -3.75 -2.79 0.34
H -2.62 -4.08 1.84
H -1.56 -3.18 2.96
H -0.85 -4.12 1.67
H 1.81 -2.67 3.57
H 3.84 -2.79 4.98
H 5.51 -0.96 4.89
H 5.14 0.97 3.38
H 3.09 1.06 1.98
F -0.87 -2.10 -2.69
B -1.03 -0.73 -2.51
F -1.61 -0.13 -3.60
```